[1]
Molecular formula: C7H8O3
Method: DFT, ωB97M-V with the def2-TZVPD basis set

Its lowest unoccupied orbital energy (spin up / spin down) is -0.0005 / -0.0031 Ha. For the HOMO energy (spin up / spin down), the calculation gives -8.523 / -8.486 eV. Its charge is 0. The calculation puts the orbital gap (spin up / spin down) at 8.51 / 8.40 eV. The energy above the lowest of the compared OMol25 structures with the same formula, charge and spin is 7.325 eV.

Last column: Mulliken charge in e.
Atoms and positions in Å:
C1 -1.256 -0.728 0.986  -0.61
C2 -0.403 0.094 0.438  0.55
C3 -0.394 -3.078 0.486  0.18
C4 -1.149 -4.216 0.803  0.57
C5 0.880 -0.478 -0.168  -0.68
C6 0.818 -1.815 -0.983  -0.59
C7 -0.777 1.667 0.495  -1.36
O1 -1.426 -4.988 1.651  -0.51
O2 -1.399 -3.728 -0.406  -0.37
O3 0.835 -2.867 0.020  -0.36
H1 -2.150 -0.705 1.536  0.43
H2 1.502 0.118 -0.803  0.48
H3 1.344 -0.660 0.744  0.30
H4 -0.098 -1.794 -1.464  0.38
H5 1.698 -1.818 -1.509  0.47
H6 -0.706 1.828 1.552  0.36
H7 -1.678 1.711 0.069  0.45
H8 0.059 2.082 -0.004  0.31

***

[2]
Molecular formula: C4H11NS
Method: DFT, ωB97M-V with the def2-TZVPD basis set

Its lowest unoccupied orbital energy is 0.0268 Ha. For the HOMO energy, the calculation gives -8.004 eV. Its charge is 0. The calculation puts the orbital gap at 8.73 eV. The energy above the lowest of the compared OMol25 structures with the same formula, charge and spin is 1.317 eV.

Last column: Mulliken charge in e.
Atoms and positions in Å:
C1 -2.016 0.107 -0.084  -1.04
C2 -0.946 -0.295 0.614  0.66
C3 -0.339 0.458 1.768  -1.07
N1 -0.276 -1.504 0.258  -0.46
H1 -2.189 -0.382 -1.038  0.24
H2 -2.771 0.771 0.311  0.27
H3 -1.063 1.207 2.097  0.34
H4 -0.155 -0.230 2.602  0.31
H5 0.613 0.927 1.523  0.25
H6 -0.049 -2.072 1.067  0.31
H7 -0.835 -2.074 -0.363  0.20
C4 1.712 0.936 -1.793  -0.69
S1 2.379 -0.379 -0.691  -0.31
H8 2.376 0.959 -2.655  0.29
H9 0.720 0.681 -2.160  0.23
H10 1.714 1.891 -1.273  0.23
H11 1.124 -1.002 -0.183  0.24

***

[3]
Molecular formula: H8O4
Method: DFT, ωB97M-V with the def2-TZVPD basis set

Its lowest unoccupied orbital energy is 0.0025 Ha. For the HOMO energy, the calculation gives -10.215 eV. Its charge is 0. The calculation puts the orbital gap at 10.28 eV. The energy above the lowest of the compared OMol25 structures with the same formula, charge and spin is 1.206 eV.

Last column: Mulliken charge in e.
Atoms and positions in Å:
O1 -1.567 1.507 0.914  -0.69
H1 -1.107 1.303 0.124  0.34
H2 -0.885 1.004 1.371  0.47
O2 0.032 0.979 -1.378  -0.64
H3 0.212 1.460 -2.162  0.28
H4 -0.130 0.052 -1.449  0.32
O3 0.686 0.202 1.385  -0.80
H5 0.816 0.915 0.750  0.32
H6 0.659 -0.577 0.843  0.45
O4 0.545 -1.903 -0.249  -0.71
H7 -0.324 -2.378 -0.376  0.34
H8 1.061 -2.564 0.226  0.31